{"formula": "C70H183N13O24", "method": "ωB97M-V/def2-TZVPD", "species": ["C", "O", "C", "C", "N", "C", "C", "O", "C", "H", "H", "H", "H", "H", "H", "H", "H", "H", "H", "H", "H", "H", "H", "H", "C", "O", "C", "C", "N", "C", "C", "O", "C", "H", "H", "H", "H", "H", "H", "H", "H", "H", "H", "H", "H", "H", "H", "H", "C", "O", "C", "C", "N", "C", "C", "O", "C", "H", "H", "H", "H", "H", "H", "H", "H", "H", "H", "H", "H", "H", "H", "H", "C", "O", "C", "C", "N", "C", "C", "O", "C", "H", "H", "H", "H", "H", "H", "H", "H", "H", "H", "H", "H", "H", "H", "H", "C", "O", "C", "C", "N", "C", "C", "O", "C", "H", "H", "H", "H", "H", "H", "H", "H", "H", "H", "H", "H", "H", "H", "H", "C", "O", "C", "C", "N", "C", "C", "O", "C", "H", "H", "H", "H", "H", "H", "H", "H", "H", "H", "H", "H", "H", "H", "H", "C", "O", "C", "C", "N", "C", "C", "O", "C", "H", "H", "H", "H", "H", "H", "H", "H", "H", "H", "H", "H", "H", "H", "H", "C", "C", "O", "O", "H", "H", "H", "H", "H", "H", "C", "C", "O", "O", "H", "H", "H", "H", "H", "H", "C", "C", "C", "O", "C", "N", "H", "H", "H", "H", "H", "H", "H", "H", "H", "H", "H", "C", "C", "C", "O", "C", "N", "H", "H", "H", "H", "H", "H", "H", "H", "H", "H", "H", "C", "C", "C", "O", "C", "N", "H", "H", "H", "H", "H", "H", "H", "H", "H", "H", "H", "C", "C", "C", "O", "C", "N", "H", "H", "H", "H", "H", "H", "H", "H", "H", "H", "H", "C", "C", "C", "O", "C", "N", "H", "H", "H", "H", "H", "H", "H", "H", "H", "H", "H", "C", "C", "C", "O", "C", "N", "H", "H", "H", "H", "H", "H", "H", "H", "H", "H", "H"], "coordinates": [[1.920, 10.947, -2.512], [1.356, 10.153, -3.536], [2.214, 9.096, -3.975], [1.391, 8.151, -4.911], [2.330, 7.275, -5.633], [1.680, 6.700, -6.863], [1.855, 5.213, -6.978], [1.592, 4.626, -5.661], [1.742, 3.208, -5.707], [1.161, 11.666, -2.205], [2.804, 11.500, -2.831], [2.288, 10.259, -1.751], [2.683, 8.472, -3.213], [3.035, 9.569, -4.512], [0.741, 8.716, -5.579], [0.728, 7.529, -4.310], [2.265, 6.435, -5.077], [2.087, 7.152, -7.767], [0.606, 6.868, -6.776], [2.865, 4.989, -7.321], [1.247, 4.764, -7.764], [2.659, 2.846, -6.173], [0.883, 2.659, -6.091], [1.875, 2.954, -4.655], [-2.749, -3.120, 4.125], [-4.043, -2.432, 4.263], [-5.133, -3.291, 4.621], [-5.247, -3.629, 6.115], [-5.259, -2.428, 6.991], [-6.581, -1.772, 7.090], [-6.576, -0.515, 7.905], [-6.111, 0.570, 7.165], [-6.231, 1.786, 7.910], [-2.130, -2.416, 3.569], [-2.806, -3.958, 3.430], [-2.356, -3.462, 5.083], [-5.152, -4.218, 4.047], [-6.004, -2.660, 4.444], [-4.365, -4.180, 6.441], [-6.040, -4.310, 6.423], [-4.589, -1.778, 6.604], [-7.135, -2.459, 7.729], [-7.156, -1.600, 6.180], [-5.997, -0.558, 8.827], [-7.608, -0.310, 8.189], [-7.266, 1.916, 8.229], [-5.928, 2.626, 7.285], [-5.621, 1.601, 8.794], [1.198, -6.937, -0.528], [-0.120, -7.322, -0.192], [-0.352, -8.766, -0.284], [-1.706, -9.175, 0.222], [-1.861, -9.439, 1.633], [-1.714, -8.254, 2.503], [-1.792, -8.559, 4.059], [-3.009, -8.214, 4.715], [-3.021, -8.598, 6.102], [1.334, -5.873, -0.332], [1.408, -7.055, -1.592], [1.894, -7.472, 0.117], [0.393, -9.426, 0.161], [-0.343, -9.003, -1.348], [-2.082, -10.120, -0.169], [-2.389, -8.455, -0.230], [-2.799, -9.799, 1.739], [-2.391, -7.427, 2.288], [-0.735, -7.798, 2.354], [-1.015, -7.897, 4.443], [-1.482, -9.560, 4.357], [-2.784, -9.650, 6.256], [-4.061, -8.400, 6.361], [-2.242, -7.986, 6.556], [4.867, 1.411, 5.806], [4.453, 2.769, 5.531], [5.458, 3.388, 4.721], [5.004, 4.798, 4.417], [6.127, 5.581, 3.828], [5.827, 7.036, 3.879], [6.874, 7.950, 3.206], [6.765, 8.060, 1.805], [5.572, 8.671, 1.289], [3.998, 0.880, 6.195], [5.704, 1.350, 6.500], [5.180, 0.894, 4.898], [5.714, 2.935, 3.763], [6.409, 3.285, 5.243], [4.721, 5.129, 5.416], [4.094, 4.917, 3.828], [6.944, 5.391, 4.391], [5.924, 7.399, 4.902], [4.785, 7.299, 3.699], [7.874, 7.560, 3.393], [6.942, 8.919, 3.699], [5.507, 8.594, 0.204], [5.566, 9.727, 1.558], [4.630, 8.244, 1.633], [-7.840, 2.004, 2.856], [-8.806, 2.594, 2.020], [-10.102, 2.487, 2.680], [-11.261, 3.135, 1.978], [-11.022, 4.594, 2.077], [-12.066, 5.413, 1.518], [-13.327, 5.449, 2.411], [-14.048, 6.624, 2.032], [-15.275, 6.906, 2.690], [-7.817, 2.512, 3.820], [-6.848, 2.128, 2.420], [-8.009, 0.937, 2.993], [-10.052, 2.866, 3.701], [-10.350, 1.430, 2.781], [-12.160, 2.909, 2.550], [-11.228, 2.707, 0.975], [-10.125, 4.889, 1.719], [-12.428, 5.040, 0.560], [-11.639, 6.405, 1.367], [-13.049, 5.390, 3.464], [-13.903, 4.541, 2.234], [-15.128, 7.368, 3.666], [-16.002, 6.100, 2.789], [-15.839, 7.679, 2.168], [1.200, -5.335, -13.289], [1.210, -4.906, -11.936], [2.479, -5.101, -11.360], [2.494, -4.613, -9.880], [3.710, -4.925, -9.151], [3.947, -4.008, -8.004], [2.982, -4.252, -6.854], [1.662, -3.653, -7.010], [0.906, -3.867, -5.846], [1.278, -6.419, -13.362], [2.019, -4.961, -13.905], [0.297, -5.048, -13.828], [3.138, -4.481, -11.967], [2.837, -6.129, -11.411], [1.603, -4.866, -9.305], [2.452, -3.525, -9.943], [3.455, -5.843, -8.816], [3.889, -2.935, -8.187], [4.949, -4.192, -7.615], [3.434, -3.928, -5.916], [2.700, -5.302, -6.784], [0.546, -4.889, -5.727], [-0.054, -3.374, -6.002], [1.237, -3.438, -4.901], [-3.940, -4.614, -1.028], [-5.299, -5.016, -1.143], [-6.224, -4.029, -0.738], [-7.653, -4.630, -0.726], [-8.787, -3.736, -0.527], [-8.751, -3.089, 0.789], [-9.155, -3.920, 1.965], [-8.202, -4.885, 2.484], [-8.774, -5.924, 3.295], [-3.744, -3.654, -1.505], [-3.325, -5.243, -1.672], [-3.599, -4.830, -0.015], [-6.144, -3.194, -1.434], [-5.937, -3.603, 0.223], [-7.669, -5.352, 0.090], [-7.834, -5.241, -1.610], [-9.643, -4.268, -0.590], [-9.600, -2.406, 0.755], [-7.842, -2.505, 0.934], [-10.001, -4.549, 1.690], [-9.566, -3.277, 2.743], [-9.085, -6.705, 2.601], [-9.686, -5.571, 3.777], [-8.122, -6.317, 4.075], [7.845, -2.434, 1.839], [9.151, -3.260, 1.614], [10.262, -2.468, 1.154], [7.818, -1.536, 2.940], [6.914, -2.999, 1.813], [7.721, -1.843, 0.932], [8.902, -4.149, 1.034], [9.328, -3.678, 2.605], [10.903, -3.066, 0.763], [8.683, -1.124, 3.003], [0.689, 5.107, -0.264], [2.091, 4.964, -0.939], [2.894, 4.296, 0.019], [-0.248, 5.686, -1.135], [0.623, 5.624, 0.693], [0.236, 4.161, 0.031], [2.452, 5.939, -1.269], [2.174, 4.356, -1.839], [3.825, 4.530, 0.029], [-0.566, 4.932, -1.636], [-0.637, 1.661, 4.917], [-2.022, 2.101, 5.507], [-2.607, 3.260, 4.678], [-1.778, 4.415, 4.668], [-2.228, 5.567, 4.092], [-2.855, 0.950, 5.496], [-0.917, 1.364, 3.907], [-0.151, 0.906, 5.536], [0.056, 2.488, 4.761], [-1.942, 2.507, 6.516], [-3.540, 3.553, 5.160], [-2.805, 2.899, 3.669], [-2.415, 5.328, 3.046], [-1.545, 6.403, 4.242], [-3.221, 5.734, 4.509], [-3.762, 1.238, 5.833], [-2.940, 0.601, 4.552], [2.552, -9.347, 4.785], [3.768, -8.832, 4.030], [4.664, -7.748, 4.684], [3.811, -6.676, 5.069], [3.912, -5.641, 4.133], [4.549, -9.951, 3.540], [2.760, -9.964, 5.660], [1.953, -9.943, 4.097], [1.947, -8.501, 5.112], [3.342, -8.299, 3.180], [5.451, -7.434, 3.999], [5.157, -8.204, 5.543], [3.820, -5.853, 3.067], [4.879, -5.142, 4.195], [3.223, -4.823, 4.346], [3.938, -10.753, 3.603], [5.368, -10.126, 4.104], [-3.441, 5.456, -4.997], [-3.171, 3.949, -5.180], [-3.053, 3.606, -6.649], [-2.722, 2.262, -6.876], [-3.721, 1.302, -6.574], [-2.105, 3.578, -4.409], [-3.396, 5.894, -4.000], [-4.378, 5.755, -5.467], [-2.662, 6.007, -5.523], [-4.056, 3.455, -4.779], [-2.177, 4.098, -7.073], [-3.917, 3.880, -7.254], [-4.009, 1.292, -5.523], [-3.273, 0.330, -6.779], [-4.580, 1.325, -7.245], [-1.992, 2.591, -4.593], [-1.212, 3.806, -4.822], [2.346, -0.486, 1.140], [2.080, -0.526, -0.381], [0.667, -0.124, -0.836], [-0.345, -0.773, -0.090], [-1.632, -0.255, -0.311], [3.061, 0.428, -0.939], [3.304, -0.955, 1.365], [1.594, -1.158, 1.553], [2.177, 0.505, 1.561], [2.289, -1.554, -0.676], [0.487, -0.520, -1.835], [0.507, 0.951, -0.918], [-1.773, 0.826, -0.307], [-2.229, -0.561, 0.548], [-2.023, -0.555, -1.283], [4.015, 0.114, -0.837], [2.951, 1.240, -0.349], [8.630, 4.637, -2.008], [8.414, 4.162, -0.540], [9.620, 4.246, 0.421], [10.803, 3.553, -0.026], [10.767, 2.179, -0.161], [7.334, 4.952, 0.075], [7.817, 4.282, -2.641], [9.569, 4.252, -2.404], [8.818, 5.693, -2.203], [7.967, 3.168, -0.512], [9.326, 3.763, 1.353], [9.763, 5.300, 0.661], [11.718, 1.767, -0.499], [10.050, 1.929, -0.943], [10.497, 1.583, 0.711], [7.253, 4.875, 1.078], [7.725, 5.882, 0.045], [6.543, 1.038, -5.123], [8.016, 0.641, -5.136], [8.281, -0.878, -4.780], [7.701, -1.179, -3.501], [7.614, -2.593, -3.249], [8.594, 1.120, -6.399], [6.195, 1.062, -4.090], [6.131, 0.268, -5.775], [6.270, 1.962, -5.633], [8.466, 1.273, -4.370], [9.335, -1.138, -4.871], [7.745, -1.466, -5.525], [8.533, -3.000, -2.827], [7.391, -3.279, -4.066], [6.885, -2.725, -2.450], [7.957, 0.877, -7.145], [8.518, 2.123, -6.304]], "multiplicity": 1, "relative_energy_kj_mol": 356.6, "e_homo_ev": -8.58, "total_energy_ha": -5293.6368, "fmax_ev_per_a": 4.08, "homo_lumo_gap_ev": 8.619, "e_lumo_ev": 0.043}